Record 1
{
  "formula": "C30H24AlClNO3PS",
  "method": "the ωB97M-V functional and the def2-TZVPD basis",
  "molar_mass_g_mol": 572.002,
  "homo_lumo_gap_ev": 5.8,
  "spin_multiplicity": 1,
  "species": ["C", "C", "C", "H", "C", "C", "H", "H", "H", "H", "Al", "Cl", "P", "C", "C", "H", "C", "H", "C", "H", "C", "H", "C", "H", "C", "C", "H", "C", "H", "C", "H", "C", "H", "C", "H", "C", "C", "H", "C", "H", "C", "H", "C", "H", "C", "H", "O", "S", "O", "N", "C", "O", "C", "C", "C", "C", "C", "C", "H", "H", "H", "H"],
  "positions_angstrom": [[1.29, 0.99, 2.74], [2.12, 1.13, 1.63], [1.66, 2.24, 0.86], [2.99, 0.52, 1.39], [0.52, 2.78, 1.47], [0.25, 2.04, 2.71], [-0.18, 2.50, 3.60], [1.44, 0.27, 3.55], [2.16, 2.61, -0.03], [-0.01, 3.67, 1.15], [-1.37, 1.12, 1.72], [-2.32, 1.98, 0.08], [0.37, 0.05, -1.97], [0.82, 1.58, -2.81], [1.86, 1.64, -3.75], [2.43, 0.75, -3.99], [2.14, 2.86, -4.36], [2.94, 2.92, -5.10], [1.40, 4.00, -4.02], [1.62, 4.95, -4.50], [0.39, 3.95, -3.06], [-0.18, 4.84, -2.77], [0.10, 2.74, -2.44], [-0.68, 2.66, -1.68], [1.73, -1.11, -2.00], [3.01, -0.64, -1.62], [3.14, 0.40, -1.31], [4.09, -1.52, -1.67], [5.08, -1.15, -1.41], [3.88, -2.85, -2.06], [4.73, -3.52, -2.12], [2.60, -3.34, -2.31], [2.43, -4.39, -2.55], [1.51, -2.48, -2.25], [0.49, -2.84, -2.43], [-1.09, -0.66, -2.77], [-1.30, -0.49, -4.16], [-0.59, 0.11, -4.74], [-2.40, -1.10, -4.75], [-2.56, -1.00, -5.82], [-3.29, -1.84, -3.96], [-4.15, -2.33, -4.43], [-3.12, -1.95, -2.57], [-3.84, -2.49, -1.96], [-2.03, -1.35, -1.97], [-1.87, -1.39, -0.89], [-4.81, -0.31, 3.74], [-3.54, 0.20, 4.13], [-3.41, 1.49, 4.75], [-2.46, 0.11, 2.83], [-1.45, -0.81, 2.91], [-0.59, -0.65, 1.95], [-1.47, -1.51, 4.16], [-0.38, -2.16, 4.76], [-0.31, -2.19, 6.15], [-1.33, -1.62, 6.93], [-2.43, -1.00, 6.34], [-2.50, -0.99, 4.96], [0.38, -2.64, 4.14], [0.55, -2.65, 6.65], [-1.26, -1.64, 8.02], [-3.21, -0.48, 6.91]],
  "mulliken_charge": [-0.824, -0.520, -0.334, 0.461, -1.010, -0.150, 0.749, 0.453, 0.555, 0.564, 0.039, -0.329, 1.011, -0.226, -0.097, 0.449, -0.603, 0.400, -0.450, 0.362, -0.647, 0.396, 0.052, -0.058, 0.203, -0.360, 0.542, -0.751, 0.396, -0.523, 0.358, -0.504, 0.394, -0.673, 0.369, 0.116, -0.348, 0.361, -0.571, 0.389, -0.498, 0.358, -0.499, 0.397, -0.223, 0.364, -0.621, 1.172, -0.580, 0.317, 0.957, -0.463, -0.044, -0.682, -0.512, -0.516, -0.643, 0.410, 0.494, 0.385, 0.380, 0.403]
}



Record 2
{
  "formula": "C6H8N",
  "method": "the ωB97M-V functional and the def2-TZVPD basis",
  "molar_mass_g_mol": 94.137,
  "relative_energy_kcal_mol": 157.67,
  "charge": 1,
  "homo_lumo_gap_ev": 8.8,
  "spin_multiplicity": 1,
  "species": ["C", "C", "C", "C", "C", "C", "N", "H", "H", "H", "H", "H", "H", "H", "H"],
  "positions_angstrom": [[-0.12, 0.65, 1.96], [0.91, -0.64, 0.29], [1.08, 0.20, 1.52], [-0.52, -0.36, -0.21], [-0.92, 0.94, 0.52], [-0.40, -0.19, -1.77], [-1.34, 0.50, 1.82], [1.44, -0.03, -0.58], [1.41, -1.69, 0.29], [1.94, 0.39, 2.24], [-1.23, -1.14, 0.05], [-0.76, 1.93, 0.34], [-1.48, -0.07, -2.21], [-0.01, -1.16, -2.20], [0.01, 0.67, -2.05]],
  "mulliken_charge": [0.385, -0.474, -0.246, 0.277, -0.219, -1.625, -0.350, 0.331, 0.377, 0.369, 0.387, 0.460, 0.366, 0.380, 0.583]
}



Record 3
{
  "formula": "C17H20I2O2PdS2",
  "method": "the ωB97M-V functional and the def2-TZVPD basis",
  "molar_mass_g_mol": 680.707,
  "relative_energy_kcal_mol": 0.00,
  "charge": 4,
  "s_squared": 6.05,
  "homo_lumo_gap_ev": [8.6, 5.2],
  "spin_multiplicity": 5,
  "species": ["Pd", "I", "C", "I", "H", "H", "O", "S", "C", "C", "C", "C", "S", "O", "C", "C", "C", "C", "C", "C", "C", "C", "C", "C", "C", "C", "H", "H", "H", "H", "H", "H", "H", "H", "H", "H", "H", "H", "H", "H", "H", "H", "H", "H"],
  "positions_angstrom": [[-1.48, -1.78, 0.20], [-1.18, -3.54, 2.37], [-3.15, -3.83, 1.36], [-4.08, -2.53, -0.18], [-3.90, -3.85, 2.14], [-3.11, -4.82, 0.91], [-1.40, 0.29, 1.43], [-0.79, 1.59, 1.97], [0.19, 2.30, 0.56], [1.24, 1.31, 0.13], [1.48, 1.25, -1.40], [2.06, -0.09, -1.89], [0.91, -1.50, -2.01], [0.50, -1.62, -0.51], [-0.39, -0.86, -3.07], [-1.64, -0.49, -2.61], [-2.56, 0.06, -3.50], [-2.22, 0.29, -4.84], [-1.02, -0.16, -5.34], [-0.08, -0.70, -4.42], [0.54, 1.22, 3.08], [1.36, 2.19, 3.65], [2.28, 1.80, 4.61], [2.44, 0.43, 4.95], [1.59, -0.50, 4.36], [0.62, -0.13, 3.43], [0.58, 3.28, 0.93], [-0.58, 2.49, -0.18], [0.90, 0.34, 0.44], [2.18, 1.50, 0.68], [2.16, 2.07, -1.70], [0.55, 1.47, -1.92], [2.83, -0.39, -1.17], [2.54, -0.02, -2.88], [-1.91, -0.69, -1.55], [-3.58, 0.29, -3.19], [-2.91, 0.86, -5.47], [-0.72, -0.07, -6.39], [0.89, -1.00, -4.79], [1.27, 3.25, 3.36], [2.92, 2.54, 5.11], [3.19, 0.11, 5.67], [1.58, -1.52, 4.70], [-0.09, -0.84, 2.99]],
  "mulliken_spin": [1.322, 0.350, -0.005, 0.144, 0.001, 0.001, 0.083, 0.076, 0.042, 0.029, 0.005, 0.044, 0.061, 0.095, 0.229, 0.017, 0.240, 0.173, -0.010, 0.223, 0.277, 0.018, 0.149, 0.232, 0.173, -0.010, 0.001, -0.002, 0.001, 0.002, 0.004, 0.009, -0.002, -0.007, -0.005, 0.003, 0.002, 0.005, 0.000, 0.000, 0.007, -0.006, 0.007, 0.021]
}



Record 4
{
  "formula": "C11H13BrO3RuS",
  "method": "the ωB97M-V functional and the def2-TZVPD basis",
  "molar_mass_g_mol": 406.263,
  "s_squared": 6.08,
  "homo_lumo_gap_ev": [6.5, 6.5],
  "spin_multiplicity": 5,
  "species": ["C", "C", "C", "H", "C", "C", "H", "H", "H", "H", "Ru", "Br", "C", "C", "C", "H", "C", "C", "H", "H", "H", "H", "C", "S", "O", "O", "O", "H", "H", "H"],
  "positions_angstrom": [[2.36, 0.81, -0.81], [2.31, 0.86, 0.61], [2.11, -0.49, 1.09], [2.58, 1.72, 1.24], [1.41, -1.18, -0.09], [1.84, -0.42, -1.23], [1.77, -0.78, -2.26], [2.76, 1.59, -1.43], [2.30, -0.93, 2.07], [1.00, -2.19, -0.07], [0.19, -0.04, 1.37], [-0.02, 1.86, 2.76], [-1.66, 0.97, -1.32], [-1.36, 0.62, -2.72], [-0.52, 1.63, -3.27], [-1.68, -0.33, -3.17], [-0.32, 2.63, -2.22], [-0.94, 2.14, -0.98], [-0.98, 2.58, 0.04], [-2.37, 0.45, -0.63], [0.03, 1.62, -4.25], [0.30, 3.55, -2.34], [-1.21, -1.86, 3.10], [-1.61, -2.36, 1.40], [-0.55, -3.26, 0.97], [-3.00, -2.73, 1.29], [-1.46, -1.01, 0.60], [-1.41, -2.78, 3.68], [-1.77, -1.00, 3.50], [-0.13, -1.67, 3.07]],
  "mulliken_spin": [0.108, -0.105, -0.064, 0.005, 0.092, -0.067, 0.009, 0.020, 0.024, -0.010, 2.633, 0.211, 0.228, 0.342, -0.054, 0.006, 0.444, 0.030, 0.005, 0.010, 0.000, 0.011, 0.022, -0.007, 0.006, 0.010, 0.102, 0.009, -0.002, -0.017]
}